DFT (ωB97M-V/def2-TZVPD) results for 2 unconnected molecules or ions with the total composition H3N3O at a distorted geometry.

Properties
Kohn-Sham gap (spin up / spin down) (eV): 9.70 / 9.41
Total charge: 0
Relative energy (zero: lowest compared OMol25 entry of this formula, charge and spin) (eV): 0.887
HOMO energy (spin up / spin down) (eV): -8.7 / -11.0
Spin multiplicity: 3

Geometry as XYZ:
```
7
H3N3O (ωB97M-V/def2-TZVPD)
O 0.51 1.54 0.32
N -0.33 -1.14 1.09
N 0.30 -0.06 -1.37
N 0.31 0.53 -0.34
H -1.18 -0.76 0.70
H 0.59 0.36 -2.25
H -0.20 -0.47 1.85
```

---

DFT (ωB97M-V/def2-TZVPD) results for a molecular structure, C2H4O3Yb at a distorted geometry.

Properties
Kohn-Sham gap (eV): 9.49
Total charge: +2
Relative energy (zero: lowest compared OMol25 entry of this formula, charge and spin) (eV): 1.654
HOMO energy (eV): -20.0
Spin multiplicity: 1

Geometry as XYZ:
```
10
C2H4O3Yb (ωB97M-V/def2-TZVPD)
Yb -2.39 -1.24 -0.13
O -0.31 0.22 0.18
O -0.24 -1.85 0.49
O 1.23 -0.96 -0.93
C 0.17 1.56 -0.09
C 0.49 -0.83 -0.01
H -0.74 2.13 -0.29
H 0.25 -2.54 0.96
H 0.73 1.87 0.80
H 0.80 1.64 -0.98
```

---

DFT (ωB97M-V/def2-TZVPD) results for a single C5H11N3O molecule at a distorted geometry.

Properties
Kohn-Sham gap (eV): 9.00
Total charge: 0
SMILES: [H]/N=C(/N)[C@H](O)/C=C(\C)N
Relative energy (zero: lowest compared OMol25 entry of this formula, charge and spin) (eV): 1.379
HOMO energy (eV): -8.1
Spin multiplicity: 1

Geometry as XYZ:
```
20
C5H11N3O (ωB97M-V/def2-TZVPD)
O 0.64 -1.98 -0.66
N -2.60 0.66 0.63
N 1.66 1.16 0.99
N 2.57 0.20 -0.86
C -1.47 0.05 0.09
C -1.06 0.51 -1.26
C 1.64 0.22 0.00
C 0.71 -1.10 0.43
C -0.63 -0.67 0.87
H -0.70 -0.33 -1.85
H -3.34 0.86 -0.03
H -2.93 0.26 1.49
H 2.49 -0.55 -1.55
H 0.81 1.28 1.52
H -0.09 1.10 -1.12
H -0.91 -0.89 1.89
H 1.26 -1.57 1.27
H -1.86 1.04 -1.78
H 1.54 -2.20 -0.93
H 2.26 1.95 0.84
```

---

DFT (ωB97M-V/def2-TZVPD) results for 11 unconnected molecules or ions with the total composition C44H66O33 at a distorted geometry.

Properties
Kohn-Sham gap (eV): 9.31
Total charge: 0
SMILES: C[C@H]1COC(=O)O1.C[C@H]1COC(=O)O1.C[C@H]1COC(=O)O1.C[C@H]1COC(=O)O1.C[C@H]1COC(=O)O1.C[C@H]1COC(=O)O1.C[C@H]1COC(=O)O1.C[C@H]1COC(=O)O1.C[C@H]1COC(=O)O1.C[C@H]1COC(=O)O1.C[C@H]1COC(=O)O1
Relative energy (zero: lowest compared OMol25 entry of this formula, charge and spin) (eV): 9.552
HOMO energy (eV): -9.7
Spin multiplicity: 1

Geometry as XYZ:
```
143
C44H66O33 (ωB97M-V/def2-TZVPD)
O -8.71 -7.86 34.67
O -5.41 -17.38 36.64
O -2.88 -11.50 37.30
O -0.60 -15.11 34.02
O -15.27 -14.33 40.88
O -2.56 -14.22 33.60
O -4.81 -19.28 35.65
O -7.76 -13.52 38.75
O -6.87 -10.97 40.36
O -10.74 -8.40 34.85
O -3.46 -9.86 35.95
O -14.69 -12.15 41.45
O -12.22 -17.86 32.82
O -9.03 -15.21 39.30
O -8.58 -11.56 44.00
O -13.73 -13.57 36.32
O -4.93 -11.47 36.16
O -8.40 -15.03 37.24
O -4.86 -10.22 39.86
O -11.50 -16.55 31.18
O -5.90 -15.26 32.06
O -6.61 -9.50 38.60
O -6.10 -16.55 30.36
O -8.58 -13.83 44.66
O -10.09 -17.26 32.76
O -11.66 -14.04 36.15
O -12.27 -12.30 35.01
O -6.06 -17.85 34.41
O -13.12 -13.51 40.68
O -0.98 -14.14 31.96
O -10.14 -7.27 33.04
O -4.41 -17.04 31.95
O -9.81 -13.18 42.92
C -14.49 -13.43 40.97
C -7.21 -14.99 31.43
C -9.37 -16.17 44.80
C -11.49 -12.11 39.81
C -3.86 -11.00 36.48
C -1.43 -15.27 35.21
C -10.57 -10.01 36.63
C -1.36 -14.48 33.11
C -5.37 -16.37 31.49
C -14.59 -15.64 37.08
C -4.67 -18.04 37.65
C -12.41 -12.36 41.02
C -13.54 -11.33 41.27
C -9.03 -12.75 43.99
C -3.08 -20.03 37.14
C -6.01 -11.74 41.12
C -7.98 -16.47 29.37
C -4.55 -19.44 37.04
C -9.89 -7.78 34.17
C -9.98 -14.55 42.91
C -6.19 -10.19 39.51
C -12.54 -13.27 35.70
C -10.14 -18.21 33.80
C -8.02 -13.71 35.19
C -13.62 -14.51 37.33
C -7.00 -15.54 30.01
C -12.17 -14.95 37.06
C -9.47 -17.62 35.12
C -2.14 -9.47 36.36
C -3.86 -15.27 35.08
C -5.46 -18.10 35.49
C -11.27 -17.29 32.14
C -7.21 -13.04 37.51
C -8.33 -14.71 38.46
C -2.60 -14.42 34.90
C -8.95 -15.03 43.93
C -11.65 -18.52 33.98
C -3.70 -11.11 41.74
C -8.71 -8.58 35.89
C -10.20 -8.62 36.10
C -7.34 -14.17 36.51
C -0.97 -11.70 35.83
C -4.65 -11.44 40.54
C -1.66 -10.84 36.95
H -0.12 -11.23 35.33
H -4.08 -10.15 42.08
H -6.56 -14.89 29.26
H -8.08 -15.44 43.43
H -14.40 -16.30 36.24
H -4.10 -15.38 36.14
H -10.99 -14.73 43.29
H -7.28 -13.91 31.30
H -9.84 -16.82 44.05
H -5.19 -20.20 37.49
H -1.53 -9.13 35.52
H -8.93 -15.94 29.26
H -14.68 -16.29 37.95
H -9.90 -15.08 41.96
H -11.65 -10.21 36.64
H -1.69 -16.33 35.24
H -8.48 -16.61 45.26
H -4.75 -14.82 34.64
H -2.32 -19.27 36.96
H -8.30 -9.59 35.89
H -10.88 -11.21 39.93
H -11.92 -18.14 34.96
H -3.69 -11.87 42.52
H -15.60 -15.25 37.16
H -1.69 -11.95 35.05
H -9.68 -16.58 35.34
H -6.08 -12.83 41.16
H -9.54 -19.05 33.47
H -10.83 -12.95 39.60
H -0.40 -12.59 36.09
H -10.25 -16.04 45.43
H -4.34 -12.17 39.80
H -6.44 -14.72 36.25
H -2.76 -20.46 38.09
H -5.24 -18.16 38.57
H -2.70 -10.97 41.34
H -9.01 -13.27 35.28
H -13.36 -10.62 42.08
H -8.27 -14.53 34.51
H -13.65 -14.15 38.36
H -3.78 -16.30 34.75
H -8.38 -17.56 35.07
H -2.55 -13.62 35.63
H -12.20 -15.94 36.60
H -2.88 -20.92 36.54
H -8.20 -8.03 36.68
H -11.70 -15.02 38.03
H -3.79 -17.42 37.80
H -9.64 -18.35 35.91
H -6.12 -11.63 42.20
H -13.69 -10.62 40.46
H -12.03 -12.25 38.88
H -2.14 -8.74 37.17
H -7.75 -16.68 28.32
H -10.21 -10.83 36.01
H -11.85 -12.35 41.96
H -7.34 -13.04 34.65
H -11.73 -19.61 33.93
H -6.14 -12.90 37.64
H -8.00 -15.58 31.90
H -10.23 -10.38 37.60
H -7.70 -12.16 37.08
H -0.98 -14.99 36.16
H -10.43 -7.79 36.76
H -1.09 -10.64 37.85
H -8.31 -17.33 29.95
```

---

DFT (ωB97M-V/def2-TZVPD) results for 2 unconnected molecules or ions with the total composition C9H14O at a distorted geometry.

Properties
Kohn-Sham gap (eV): 9.29
Total charge: 0
SMILES: Cc1ccc(O)cc1.CC
Relative energy (zero: lowest compared OMol25 entry of this formula, charge and spin) (eV): 0.333
HOMO energy (eV): -8.4
Spin multiplicity: 1

Geometry as XYZ:
```
24
C9H14O (ωB97M-V/def2-TZVPD)
O -0.41 1.11 -2.60
C -0.05 -1.74 0.41
C -0.99 0.37 -0.35
C 0.09 -2.80 1.47
C 0.47 -0.90 -1.78
C -0.31 0.22 -1.55
C 0.62 -1.88 -0.80
C 0.98 2.82 1.20
C -0.83 -0.62 0.62
C 0.10 2.29 2.33
H -1.72 1.15 -0.15
H 0.23 1.24 2.56
H -1.42 -0.51 1.52
H -0.97 2.43 2.14
H 0.20 2.91 3.23
H 0.91 -1.01 -2.76
H -0.34 -2.53 2.43
H 1.14 -3.03 1.70
H 1.68 3.57 1.54
H 1.49 2.01 0.66
H -0.89 1.89 -2.30
H 1.25 -2.72 -1.06
H -0.34 -3.74 1.13
H 0.37 3.19 0.37
```

---

DFT (ωB97M-V/def2-TZVPD) results for a single C30H36BrN3O3 molecule at a distorted geometry.

Properties
Kohn-Sham gap (eV): 9.09
Total charge: 0
SMILES: O=C(c1ccccc1)N1CCC(C[C@H]2CC(c3cccc(Br)c3)=NO2)(C(=O)NCC2CCCCC2)CC1
HOMO energy (eV): -8.7
Spin multiplicity: 1

Geometry as XYZ:
```
73
C30H36BrN3O3 (ωB97M-V/def2-TZVPD)
Br 6.12 -1.74 1.14
O -0.54 1.18 1.39
O -4.70 -0.65 -1.39
O 0.65 1.28 -1.47
N -1.63 -0.14 -0.05
N -4.24 1.34 -0.44
N 1.82 0.82 -0.97
C -1.82 -4.11 -2.14
C -3.96 2.13 0.73
C -6.35 0.34 1.49
C -6.50 -1.33 3.21
C -1.14 -1.37 0.53
C 6.48 1.08 0.91
C -0.43 3.22 -0.46
C -5.32 -0.38 0.88
C 2.05 3.13 -1.07
C -2.73 3.02 0.50
C -4.72 0.07 -0.41
C -0.85 -2.45 -0.51
C -1.68 2.32 -0.37
C -6.93 -0.14 2.64
C 6.09 2.36 0.58
C 0.40 -3.04 -2.61
C 0.62 2.72 -1.46
C -1.22 1.06 0.39
C 0.08 -1.94 -1.61
C -2.28 2.08 -1.77
C 5.59 0.03 0.70
C 2.62 1.78 -0.71
C -5.50 -2.06 2.59
C 4.83 2.60 0.05
C 3.94 1.55 -0.16
C -3.81 1.91 -1.70
C -0.89 -3.59 -3.23
C -2.14 -3.02 -1.12
C 4.33 0.25 0.17
C -4.92 -1.59 1.43
H -1.33 -4.95 -1.62
H -3.77 1.46 1.57
H 1.05 -2.66 -3.39
H -0.66 -4.38 -3.94
H 0.35 3.03 -2.47
H 1.00 -1.55 -1.17
H -1.39 -2.79 -3.77
H 2.06 3.81 -0.22
H 0.01 3.24 0.54
H -0.72 4.24 -0.73
H -6.96 -1.69 4.11
H -5.17 -2.99 3.02
H -7.74 0.42 3.11
H -2.71 -2.23 -1.62
H 7.46 0.88 1.32
H -2.29 3.27 1.47
H -0.22 -1.10 1.07
H -1.80 1.22 -2.24
H -2.23 -0.23 -0.85
H -4.16 1.25 -2.49
H -4.81 2.77 0.99
H 4.55 3.61 -0.20
H -2.74 -4.48 -2.58
H -6.70 1.25 1.04
H 3.64 -0.56 0.01
H -2.07 2.95 -2.39
H -0.39 -1.11 -2.14
H -2.76 -3.44 -0.33
H -1.86 -1.74 1.27
H -4.30 2.88 -1.81
H -0.34 -3.27 0.01
H -3.03 3.96 0.01
H 2.60 3.58 -1.90
H 6.77 3.18 0.74
H -4.15 -2.16 0.93
H 0.92 -3.85 -2.10
```

---

DFT (ωB97M-V/def2-TZVPD) results for 7 unconnected molecules or ions with the total composition C40H67I2N3O22P at a distorted geometry.

Properties
Kohn-Sham gap (eV): 8.34
Total charge: +1
HOMO energy (eV): -11.2
Spin multiplicity: 1

Geometry as XYZ:
```
135
C40H67I2N3O22P (ωB97M-V/def2-TZVPD)
I -5.32 -1.27 5.80
I -2.54 4.31 1.27
P -5.66 -0.18 3.64
O 1.84 -11.05 2.82
O 1.69 -9.18 4.00
O 0.11 -9.65 2.46
O 4.85 5.41 -3.01
O -0.05 -8.13 -2.06
O -6.52 5.75 2.47
O -6.64 1.01 4.13
O 2.63 2.21 0.67
O -2.57 -4.31 -2.79
O 1.57 -7.37 -3.43
O 3.62 6.81 -4.27
O 10.80 3.50 -5.42
O 9.81 5.45 -5.02
O 5.12 5.49 -5.25
O 1.33 0.50 -0.01
O 2.02 -7.86 -1.27
O -4.07 1.87 4.23
O -3.72 -2.85 -1.51
O -3.34 -2.43 -3.69
O -5.88 4.79 0.60
O 1.15 2.54 -0.96
O 11.85 5.42 -5.97
N -2.88 5.28 4.63
N -1.36 0.02 -2.28
N -3.71 1.44 1.98
C 8.79 4.44 -4.85
C 1.11 -9.93 3.04
C -6.57 3.34 2.39
C 1.59 3.85 -0.55
C -4.01 0.77 3.33
C -1.96 -2.44 3.79
C -2.75 2.53 2.43
C -3.75 4.17 4.29
C -6.28 2.17 1.46
C -2.12 2.70 6.32
C 1.18 -8.11 -0.14
C 1.22 -7.75 -2.36
C -1.32 -8.66 -0.05
C -2.35 1.03 -0.22
C -4.85 1.81 1.04
C -1.80 2.72 4.81
C 2.47 7.83 -6.16
C 3.77 7.31 -5.62
C 2.70 -9.98 4.65
C 4.34 6.09 -6.30
C 9.66 3.21 -4.61
C 3.08 -10.91 3.52
C 1.67 1.64 -0.09
C -2.46 -3.01 -4.66
C -2.87 -0.14 3.83
C -3.04 2.86 3.93
C -2.43 -4.46 -4.22
C 7.84 4.79 -3.75
C 2.91 3.51 0.11
C 1.69 4.79 -1.72
C -2.86 0.50 1.10
C -0.02 -8.80 -0.77
C -3.25 -3.18 -2.56
C -6.28 4.66 1.72
C 4.56 5.86 -4.07
C -1.19 -5.24 -4.58
C 10.92 4.85 -5.52
C 3.80 -9.13 5.21
C -1.57 -0.17 -0.85
C -2.85 -1.57 3.30
H 0.87 4.23 0.18
H 8.26 4.35 -5.80
H -1.61 1.82 -0.10
H -1.48 -2.53 -4.56
H -4.98 0.92 0.41
H -1.15 -6.17 -4.03
H 7.45 5.80 -3.89
H 3.81 -10.45 2.84
H -7.65 3.33 2.56
H 2.20 -10.54 5.45
H -3.13 2.35 6.49
H 2.02 8.53 -5.47
H 4.38 -8.66 4.42
H -3.41 -0.44 0.97
H -1.34 -9.28 0.84
H -4.47 4.47 3.52
H -2.84 -0.10 4.92
H 1.76 7.01 -6.32
H -1.19 -5.46 -5.65
H -2.20 -1.05 -0.74
H 8.33 4.76 -2.77
H -3.11 1.30 -0.94
H -1.73 2.14 2.41
H 3.45 -11.88 3.85
H 9.98 3.13 -3.57
H 3.39 -8.33 5.83
H -2.01 3.70 6.75
H -1.97 0.23 1.65
H -4.51 2.58 0.35
H -2.25 0.11 -2.75
H -0.87 0.89 -2.45
H 1.89 5.81 -1.38
H 4.97 6.32 -7.15
H -6.37 1.34 5.01
H 3.56 5.38 -6.60
H 3.20 4.20 0.89
H 0.91 -7.16 0.32
H -1.07 3.49 4.56
H 2.49 4.49 -2.40
H -7.11 5.53 3.21
H -6.74 2.45 0.50
H 2.63 8.33 -7.12
H -1.28 1.78 4.60
H -0.29 -4.67 -4.34
H 4.52 8.11 -5.58
H 4.47 -9.74 5.82
H 1.70 -8.73 0.59
H 0.76 4.80 -2.30
H -1.43 2.03 6.83
H -1.70 -2.42 4.85
H -4.34 3.93 5.18
H -1.43 -3.17 3.18
H 3.72 3.40 -0.61
H 7.00 4.10 -3.73
H -2.84 -2.86 -5.66
H -0.60 -0.25 -0.36
H -6.84 1.28 1.74
H -2.04 5.33 4.06
H -2.15 -8.94 -0.70
H -3.60 -1.88 2.58
H -1.49 -7.62 0.25
H -3.32 -4.98 -4.58
H -1.91 0.25 3.51
H 9.19 2.28 -4.93
H -3.39 6.15 4.56
H 0.20 -9.85 -0.96
H -6.12 3.23 3.37
```

---

DFT (ωB97M-V/def2-TZVPD) results for 2 unconnected molecules or ions with the total composition C4H5Cl2NOS at a distorted geometry.

Properties
Kohn-Sham gap (spin up / spin down) (eV): 6.86 / 6.72
Total charge: 0
Relative energy (zero: lowest compared OMol25 entry of this formula, charge and spin) (eV): 0.000
HOMO energy (spin up / spin down) (eV): -6.3 / -9.3
Spin multiplicity: 3

Geometry as XYZ:
```
14
C4H5Cl2NOS (ωB97M-V/def2-TZVPD)
Cl -2.83 -1.87 -1.42
Cl -1.50 0.19 1.93
S 0.71 0.34 -2.00
O 0.69 -1.58 -0.08
N 1.01 0.89 -0.33
C 2.24 1.36 0.15
C -2.15 -0.19 0.37
C -2.35 -1.48 0.16
C 0.73 -0.46 -0.52
H -2.12 -2.29 0.81
H 3.10 0.56 0.28
H 1.85 1.65 1.16
H 2.66 2.25 -0.29
H -2.03 0.63 -0.22
```

---

DFT (ωB97M-V/def2-TZVPD) results for a single C3H6N2O molecule.

Properties
Kohn-Sham gap (eV): 10.81
Total charge: 0
SMILES: [H]/N=C(\C)NC=O
Relative energy (zero: lowest compared OMol25 entry of this formula, charge and spin) (eV): 0.982
HOMO energy (eV): -10.0
Spin multiplicity: 1

Geometry as XYZ:
```
12
C3H6N2O (ωB97M-V/def2-TZVPD)
O 2.66 -0.85 0.26
N 0.60 -0.74 -0.82
N -0.82 0.92 -1.62
C 1.46 -0.85 0.30
C -0.87 0.34 0.80
C -0.40 0.23 -0.65
H -1.03 -0.65 1.25
H 0.94 -0.94 1.27
H -0.21 0.88 1.49
H 0.99 -0.80 -1.77
H -1.50 1.61 -1.29
H -1.82 0.86 0.77
```